No. 1
The molecule C20H22N4OS3. Source: the Open Molecules 2025 dataset; level of theory: ωB97M-V/def2-TZVPD.

Computed properties:
Total energy   -61612.8963 eV
E_HOMO   -8.0 eV
Maximum force   0.787 eV/A
ΔE to the lowest compared entry with this formula, charge and spin   0.78 kcal/mol
SMILES string   C[C@@H](Sc1nc(N)c2c3c(sc2n1)CSC(C)(C)C3)C(=O)Nc1ccccc1
Frontier orbital gap   0.31139 Eh
Multiplicity   1

Geometry as XYZ:
```
50
Properties=species:S:1:pos:R:3:nbo_charge:R:1
C -5.151 -2.494 0.677 -0.61
C -3.653 -2.234 0.750 -0.40
S -2.823 -3.062 -0.675 0.26
C -1.281 -2.244 -0.578 0.28
N -1.190 -1.366 0.405 -0.57
C -0.107 -0.608 0.531 0.48
N -0.152 0.280 1.545 -0.78
C 0.979 -0.810 -0.356 -0.22
C 2.277 -0.233 -0.486 -0.04
C 2.961 -0.740 -1.548 -0.18
S 2.081 -1.954 -2.439 0.44
C 0.743 -1.781 -1.354 0.08
N -0.370 -2.490 -1.494 -0.51
C 4.335 -0.326 -1.877 -0.55
S 5.414 -0.445 -0.388 0.18
C 4.273 0.072 0.982 -0.10
C 5.032 1.084 1.834 -0.62
C 3.925 -1.169 1.796 -0.63
C 2.996 0.718 0.414 -0.44
C -3.368 -0.730 0.779 0.74
O -3.212 -0.138 1.827 -0.66
N -3.499 -0.139 -0.443 -0.66
C -3.074 1.140 -0.810 0.24
C -2.918 2.170 0.113 -0.28
C -2.472 3.409 -0.310 -0.19
C -2.188 3.640 -1.645 -0.24
C -2.354 2.619 -2.566 -0.19
C -2.792 1.375 -2.154 -0.27
H -5.638 -2.034 1.534 0.23
H -5.349 -3.563 0.690 0.22
H -5.573 -2.074 -0.233 0.21
H -3.233 -2.666 1.661 0.25
H 0.440 1.091 1.534 0.39
H -1.062 0.364 1.982 0.43
H 4.796 -0.965 -2.626 0.25
H 4.372 0.714 -2.212 0.23
H 4.425 1.395 2.683 0.21
H 5.291 1.961 1.246 0.22
H 5.952 0.641 2.208 0.22
H 4.832 -1.622 2.190 0.22
H 3.418 -1.906 1.177 0.22
H 3.273 -0.907 2.628 0.21
H 3.272 1.618 -0.145 0.22
H 2.378 1.017 1.261 0.21
H -3.612 -0.779 -1.222 0.40
H -3.146 1.992 1.151 0.25
H -2.353 4.203 0.413 0.21
H -1.844 4.611 -1.968 0.21
H -2.138 2.789 -3.610 0.22
H -2.913 0.576 -2.872 0.21
```


No. 2
C20H22N8O4Pd as an isolated structure. Source: the Open Molecules 2025 dataset; level of theory: ωB97M-V/def2-TZVPD.

Computed properties:
Total energy   -44670.8804 eV
E_HOMO (alpha / beta)   -14.8 / -14.5 eV
Maximum force   0.123 eV/A
ΔE to the lowest compared entry with this formula, charge and spin   1.66 kcal/mol
Charge   +2
Frontier orbital gap (alpha / beta)   0.32580 / 0.21421 Eh
Multiplicity   5

Geometry as XYZ:
```
55
Properties=species:S:1:pos:R:3:nbo_charge:R:1
Pd 0.313 0.026 -0.555 1.26
C 3.907 -2.020 1.313 -0.73
C 3.096 -0.876 0.791 0.64
O 2.129 -1.125 0.077 -0.62
C 3.495 0.521 1.122 -0.24
C 4.647 0.729 1.836 -0.06
C 5.133 2.020 2.138 -0.08
C 4.450 3.158 1.703 -0.20
C 3.297 3.006 0.986 -0.15
C 2.757 1.699 0.671 0.47
O 1.673 1.675 0.033 -0.62
H 3.418 -2.947 1.032 0.26
H 4.001 -1.973 2.399 0.26
H 4.912 -2.001 0.887 0.26
H 5.226 -0.116 2.181 0.23
H 6.048 2.117 2.706 0.25
H 4.830 4.143 1.933 0.26
H 2.727 3.856 0.635 0.24
C -2.817 0.687 2.729 -0.69
C -1.680 0.082 1.973 0.27
N -1.088 0.696 1.016 -0.18
O -1.586 1.967 0.810 -0.54
C -1.202 -1.263 2.368 0.10
C -1.969 -2.149 3.305 -0.67
N -0.063 -1.624 1.906 0.09
O 0.616 -2.626 2.060 -0.22
H -3.348 1.413 2.124 0.27
H -2.435 1.202 3.615 0.27
H -3.504 -0.085 3.063 0.25
H -1.008 2.398 0.157 0.50
H -2.268 -1.603 4.199 0.25
H -1.349 -2.991 3.603 0.25
H -2.872 -2.534 2.826 0.25
N -0.372 3.135 -1.675 -0.81
C -1.153 2.240 -2.339 0.62
N -2.064 2.697 -3.166 -0.54
C -2.856 1.770 -3.725 0.61
N -3.789 2.173 -4.572 -0.71
N -2.766 0.436 -3.487 -0.51
C -1.830 0.087 -2.651 0.46
N -0.976 0.932 -2.040 -0.65
C -1.671 -1.358 -2.333 0.13
C -2.409 -2.326 -2.984 -0.18
C -2.187 -3.658 -2.659 -0.12
C -1.237 -3.970 -1.702 -0.22
C -0.541 -2.941 -1.089 0.06
N -0.760 -1.663 -1.397 -0.49
H -0.455 4.088 -1.997 0.43
H 0.552 2.840 -1.388 0.42
H -3.888 3.153 -4.779 0.43
H -4.393 1.500 -5.011 0.43
H -3.131 -2.027 -3.729 0.27
H -2.746 -4.440 -3.155 0.25
H -1.028 -4.994 -1.428 0.25
H 0.212 -3.136 -0.337 0.23
```


No. 3
C20H23AlN6 as an isolated structure. Source: the Open Molecules 2025 dataset; level of theory: ωB97M-V/def2-TZVPD.

Computed properties:
Total energy   -36640.4790 eV
E_HOMO (alpha / beta)   -13.8 / -13.7 eV
Maximum force   2.104 eV/A
Charge   +2
Frontier orbital gap (alpha / beta)   0.21122 / 0.20559 Eh
Multiplicity   1

Geometry as XYZ:
```
50
Properties=species:S:1:pos:R:3:nbo_charge:R:1
Al -0.538 0.100 -0.227 1.92
C 4.825 1.373 0.071 -0.20
C 4.291 0.683 -1.007 -0.18
C 3.090 0.008 -0.877 -0.31
C 2.420 0.012 0.344 0.20
C 2.983 0.670 1.438 -0.26
C 4.176 1.352 1.296 -0.16
N 1.117 -0.540 0.469 -0.84
C 0.883 -1.446 1.454 0.26
C 1.838 -2.298 2.035 -0.28
C 1.444 -3.249 2.944 -0.07
C 0.102 -3.359 3.377 -0.21
C -0.851 -2.513 2.888 -0.17
C -0.480 -1.547 1.928 0.08
N -1.227 -0.554 1.443 -0.34
N -2.399 -0.188 1.830 -0.20
C -2.763 0.961 1.201 0.34
C -3.807 1.727 1.732 -0.20
C -4.074 2.962 1.182 -0.08
C -3.343 3.374 0.066 -0.24
C -2.376 2.542 -0.453 0.09
N -2.047 1.361 0.105 -0.67
H 5.748 1.917 -0.045 0.24
H 4.806 0.673 -1.953 0.24
H 2.705 -0.573 -1.705 0.20
H 2.456 0.661 2.382 0.23
H 4.594 1.880 2.139 0.24
H 2.872 -2.226 1.732 0.25
H 2.177 -3.937 3.340 0.25
H -0.157 -4.116 4.098 0.25
H -1.883 -2.544 3.202 0.25
H -4.342 1.353 2.589 0.27
H -4.835 3.601 1.603 0.26
H -3.532 4.328 -0.396 0.26
H -1.849 2.826 -1.355 0.20
N 0.172 1.001 -1.854 -0.94
C -0.547 0.865 -3.152 -0.22
C -0.767 -0.596 -3.530 -0.44
C -1.751 -1.331 -2.629 -0.22
N -1.190 -1.514 -1.266 -0.91
H 0.357 1.996 -1.687 0.43
H 1.113 0.599 -1.974 0.44
H 0.027 1.350 -3.947 0.24
H -1.514 1.365 -3.073 0.21
H 0.188 -1.126 -3.539 0.22
H -1.165 -0.622 -4.546 0.27
H -1.988 -2.306 -3.069 0.24
H -2.679 -0.764 -2.538 0.22
H -0.393 -2.155 -1.348 0.43
H -1.883 -2.032 -0.717 0.43
```


No. 4
C20H23As2Cl2FeN6OSe3Te as an isolated structure. Source: the Open Molecules 2025 dataset; level of theory: ωB97M-V/def2-TZVPD.

Computed properties:
Total energy   -416541.0386 eV
E_HOMO (alpha / beta)   -6.8 / -6.9 eV
Maximum force   1.829 eV/A
Frontier orbital gap (alpha / beta)   0.22914 / 0.18188 Eh
Multiplicity   2

Geometry as XYZ:
```
59
Properties=species:S:1:pos:R:3:nbo_charge:R:1
Fe -0.516 -0.383 1.235 0.65
Se -1.456 -2.130 3.054 -0.20
Se -0.765 -0.803 4.762 0.03
Te -1.095 1.380 3.169 0.38
Se 0.744 2.924 3.371 -0.58
C 2.722 1.361 0.336 -0.95
As 1.087 0.715 -0.432 1.03
C 1.755 -0.495 -1.784 -0.95
C 0.658 2.207 -1.631 -0.36
C 1.651 2.622 -2.527 -0.14
C 1.405 3.604 -3.471 -0.22
C 0.149 4.195 -3.537 -0.20
C -0.833 3.818 -2.635 -0.21
C -0.587 2.833 -1.676 -0.32
As -1.875 2.459 -0.269 0.89
C -3.574 2.665 -1.196 -0.95
C -1.855 4.225 0.540 -0.95
H 3.441 1.571 -0.454 0.21
H 3.109 0.602 1.011 0.25
H 2.492 2.255 0.912 0.27
H 2.384 0.054 -2.480 0.23
H 0.923 -0.947 -2.320 0.23
H 2.342 -1.277 -1.303 0.23
H 2.636 2.173 -2.492 0.20
H 2.190 3.909 -4.151 0.22
H -0.059 4.958 -4.277 0.22
H -1.796 4.311 -2.669 0.21
H -3.600 3.543 -1.841 0.22
H -4.348 2.777 -0.435 0.23
H -3.785 1.776 -1.788 0.23
H -2.140 4.985 -0.188 0.21
H -0.853 4.416 0.918 0.25
H -2.551 4.240 1.379 0.23
Cl 3.410 -0.592 4.119 0.02
C 3.000 -1.733 2.879 -0.14
C 3.826 -2.854 2.672 -0.20
C 3.544 -3.770 1.704 -0.08
Cl 4.602 -5.142 1.462 -0.01
C 2.399 -3.604 0.887 -0.04
C 2.015 -4.476 -0.157 -0.13
C 0.901 -4.191 -0.888 -0.27
C 0.141 -3.043 -0.574 0.06
N 0.457 -2.225 0.402 -0.46
C 1.586 -2.486 1.123 0.05
C 1.866 -1.502 2.118 0.38
O 1.089 -0.484 2.241 -0.76
H 4.703 -2.981 3.292 0.24
H 2.616 -5.350 -0.365 0.23
H 0.591 -4.829 -1.704 0.22
H -0.744 -2.807 -1.148 0.22
N -4.438 -3.634 0.082 -0.59
N -3.848 -2.390 0.344 0.19
N -4.484 -1.455 1.011 -0.26
C -3.590 -0.474 0.944 0.16
N -2.495 -0.815 0.262 -0.34
N -2.696 -2.079 -0.119 -0.06
H -5.037 -3.822 0.880 0.39
H -3.676 -4.302 0.018 0.39
H -3.740 0.499 1.380 0.24
```


No. 5
C20H23BiClOPS as an isolated structure. Source: the Open Molecules 2025 dataset; level of theory: ωB97M-V/def2-TZVPD.

Computed properties:
Total energy   -61629.9749 eV
E_HOMO   -14.8 eV
Maximum force   2.667 eV/A
ΔE to the lowest compared entry with this formula, charge and spin   0.00 kcal/mol
Charge   +2
Frontier orbital gap   0.23682 Eh
Multiplicity   1

Geometry as XYZ:
```
48
Properties=species:S:1:pos:R:3:nbo_charge:R:1
Bi 0.451 1.700 1.218 1.59
Cl 0.405 -0.832 0.806 -0.50
P -0.256 2.083 -1.407 1.05
C 0.944 3.480 -1.336 -0.41
C 0.554 4.811 -1.108 -0.21
C 1.529 5.778 -0.852 -0.18
C 2.873 5.416 -0.755 -0.17
C 3.267 4.087 -0.938 -0.17
C 2.312 3.098 -1.179 -0.27
C 0.051 1.217 -3.011 -0.41
C -0.781 0.110 -3.302 -0.11
C -0.626 -0.537 -4.531 -0.22
C 0.307 -0.013 -5.449 -0.13
C 1.072 1.150 -5.218 -0.20
C 0.936 1.764 -3.968 -0.18
C -1.997 2.645 -1.379 -0.42
C -2.885 2.196 -0.363 -0.20
C -4.216 2.639 -0.369 -0.20
C -4.607 3.536 -1.390 -0.15
C -3.730 4.022 -2.388 -0.18
C -2.401 3.575 -2.363 -0.19
H -1.576 -0.154 -2.600 0.22
H -1.254 -1.393 -4.819 0.25
H 0.340 -0.434 -6.449 0.24
H 1.706 1.614 -5.995 0.25
H 1.427 2.717 -3.743 0.23
H -0.521 5.013 -1.087 0.25
H 1.237 6.827 -0.786 0.25
H 3.645 6.172 -0.637 0.25
H 4.321 3.795 -0.939 0.25
H 2.629 2.036 -1.250 0.24
H -2.526 1.482 0.413 0.23
H -4.934 2.293 0.403 0.25
H -5.621 3.921 -1.361 0.24
H -4.013 4.736 -3.185 0.26
H -1.649 3.894 -3.112 0.24
H -0.095 5.605 1.591 0.00
H -0.852 5.460 1.606 0.01
C -2.200 -1.469 2.775 -0.79
S -1.543 0.072 3.513 1.21
C 0.201 -0.567 3.882 -0.81
O -1.465 1.031 2.237 -1.04
H -3.187 -1.683 3.222 0.27
H -1.489 -2.306 2.844 0.27
H -2.306 -1.245 1.718 0.27
H 0.768 -0.936 2.978 0.28
H 0.746 0.242 4.401 0.25
H 0.053 -1.317 4.691 0.28
```


No. 6
C20H23Br3IrN6O3S as an isolated structure. Source: the Open Molecules 2025 dataset; level of theory: ωB97M-V/def2-TZVPD.

Computed properties:
Total energy   -259985.9876 eV
E_HOMO (alpha / beta)   -13.6 / -13.6 eV
Maximum force   0.858 eV/A
ΔE to the lowest compared entry with this formula, charge and spin   35.77 kcal/mol
Charge   +2
Frontier orbital gap (alpha / beta)   0.26557 / 0.18699 Eh
Multiplicity   2

Geometry as XYZ:
```
57
Properties=species:S:1:pos:R:3:nbo_charge:R:1
Ir -0.142 -0.813 0.308 1.35
N -2.476 -1.069 1.884 -0.78
C -1.836 -1.226 3.186 -0.25
C -0.851 -0.092 3.329 -0.23
N 0.215 -0.222 2.293 -0.73
H -3.239 -0.402 1.925 0.39
H -2.806 -1.956 1.522 0.40
H -1.326 -2.189 3.212 0.23
H -2.555 -1.203 4.007 0.23
H -0.383 -0.085 4.312 0.23
H -1.348 0.868 3.180 0.21
H 0.916 -0.881 2.629 0.41
H 0.704 0.668 2.200 0.42
Br 2.281 3.650 0.191 0.11
C 0.438 3.313 0.023 -0.16
C -0.465 4.388 -0.118 -0.21
C -1.800 4.167 -0.314 -0.11
Br -2.961 5.628 -0.531 0.15
C -2.306 2.841 -0.369 -0.04
C -3.632 2.470 -0.679 -0.08
C -3.961 1.144 -0.791 -0.26
C -2.994 0.165 -0.532 0.09
N -1.760 0.482 -0.192 -0.44
C -1.390 1.795 -0.157 0.08
C -0.006 2.017 0.006 0.32
O 0.786 0.945 0.074 -0.74
H -0.084 5.400 -0.088 0.26
H -4.372 3.239 -0.852 0.26
H -4.960 0.836 -1.064 0.26
H -3.231 -0.890 -0.589 0.22
Br -0.040 0.985 -3.014 0.15
C -0.272 -0.873 -2.892 0.14
C -0.372 -1.539 -4.107 -0.24
C -0.572 -2.904 -4.129 -0.10
C -0.686 -3.570 -2.920 -0.18
C -0.570 -2.847 -1.756 0.09
N -0.350 -1.510 -1.713 -0.47
C -0.724 -3.555 -0.440 0.74
O -1.073 -4.699 -0.376 -0.51
O -0.592 -2.760 0.602 -0.69
H -0.295 -0.967 -5.020 0.26
H -0.647 -3.432 -5.070 0.26
H -0.864 -4.634 -2.838 0.28
C 4.835 0.406 2.124 -0.45
N 3.713 -0.483 1.836 -0.55
C 3.170 -0.627 0.629 0.39
S 1.964 -1.914 0.463 -0.04
N 3.593 0.114 -0.365 -0.52
C 3.128 0.090 -1.746 -0.41
H 5.073 0.329 3.180 0.25
H 4.560 1.442 1.915 0.22
H 5.717 0.127 1.545 0.23
H 3.501 -1.213 2.498 0.43
H 4.303 0.803 -0.156 0.42
H 2.374 -0.683 -1.853 0.22
H 3.966 -0.134 -2.403 0.23
H 2.704 1.058 -2.000 0.23
```